Entry 1:
A single C17H21N3O4S molecule, computed with the ωB97M-V functional and the def2-TZVPD basis.

## Properties
Calculated total energy (eV): -41465.9126
Gap between HOMO and LUMO (eV): 8.574
2S+1: 1
Structure (SMILES): COc1ccc(NC(=O)C[C@@H]2S/C(=N/C[C@@H]3CCCO3)NC2=O)cc1
E_HOMO (Ha): -0.292
Charge: 0

Each line ends with the natural charge from an NBO analysis.
Cartesian coordinates (Å):
C1 -7.921 -2.336 -0.223  -0.25
H1 -8.976 -2.458 -0.463  0.20
O1 -7.644 -0.969 -0.402  -0.49
C2 -6.376 -0.526 -0.172  0.27
C3 -5.313 -1.324 0.238  -0.25
C4 -4.066 -0.761 0.441  -0.23
C5 -3.852 0.597 0.242  0.11
C6 -4.916 1.397 -0.169  -0.21
C7 -6.158 0.837 -0.372  -0.24
H2 -6.989 1.446 -0.691  0.23
H3 -4.760 2.450 -0.330  0.26
N1 -2.564 1.098 0.480  -0.61
C8 -2.070 2.332 0.212  0.68
O2 -2.700 3.259 -0.243  -0.60
C9 -0.580 2.451 0.541  -0.50
H4 -0.363 2.003 1.513  0.22
H5 -0.326 3.513 0.571  0.26
C10 0.284 1.799 -0.542  -0.43
C11 1.751 2.177 -0.340  0.69
O3 2.156 3.309 -0.326  -0.56
N2 2.520 1.074 -0.148  -0.66
C12 1.941 -0.180 -0.185  0.31
N3 2.439 -1.318 -0.012  -0.49
C13 3.818 -1.577 0.302  -0.27
H6 3.913 -2.666 0.283  0.21
H7 4.035 -1.229 1.320  0.20
C14 4.852 -0.961 -0.666  0.08
C15 6.191 -1.702 -0.635  -0.42
H8 6.729 -1.521 -1.567  0.21
C16 6.906 -1.014 0.526  -0.44
H9 6.595 -1.451 1.475  0.21
C17 6.405 0.426 0.402  -0.07
H10 7.098 1.045 -0.178  0.18
O4 5.171 0.381 -0.307  -0.56
H11 6.242 0.903 1.374  0.19
H12 7.989 -1.075 0.452  0.22
H13 6.075 -2.773 -0.495  0.22
H14 4.415 -0.934 -1.671  0.20
S1 0.217 -0.027 -0.522  0.25
H15 3.536 1.145 -0.058  0.46
H16 -0.045 2.147 -1.525  0.26
H17 -1.906 0.398 0.798  0.41
H18 -3.246 -1.392 0.754  0.21
H19 -5.439 -2.383 0.402  0.21
H20 -7.323 -2.960 -0.896  0.17
H21 -7.748 -2.651 0.812  0.17

Entry 2:
A single C17H21N3O4S molecule at a distorted geometry, computed with the ωB97M-V functional and the def2-TZVPD basis.

## Properties
Calculated total energy (eV): -41464.5078
Gap between HOMO and LUMO (eV): 8.278
2S+1: 1
Structure (SMILES): COc1ccc(-c2nnc(SCC(=O)N3CCCCC3)o2)c(OC)c1
E_HOMO (Ha): -0.286
Charge: 0

Each line ends with the natural charge from an NBO analysis.
Cartesian coordinates (Å):
C1 0.687 6.186 0.387  -0.25
H1 0.768 6.859 1.239  0.20
O1 0.956 4.899 0.893  -0.49
C2 0.936 3.847 0.036  0.35
C3 1.239 2.611 0.610  -0.37
C4 1.259 1.453 -0.149  0.42
C5 0.956 1.532 -1.523  -0.22
C6 0.663 2.773 -2.082  -0.11
C7 0.651 3.925 -1.324  -0.34
H2 0.421 4.866 -1.796  0.22
H3 0.449 2.806 -3.138  0.24
C8 0.972 0.387 -2.397  0.45
N1 0.980 0.430 -3.698  -0.29
N2 0.982 -0.834 -4.149  -0.30
C9 0.969 -1.596 -3.102  0.29
O2 0.980 -0.894 -1.947  -0.42
S1 0.996 -3.321 -3.080  0.33
C10 0.367 -3.571 -1.387  -0.64
C11 -0.993 -2.888 -1.229  0.68
O3 -1.517 -2.297 -2.150  -0.62
N3 -1.571 -3.003 -0.016  -0.44
C12 -0.981 -3.576 1.172  -0.21
H4 -0.147 -4.227 0.916  0.21
C13 -0.532 -2.456 2.114  -0.40
C14 -1.728 -1.577 2.469  -0.40
C15 -2.374 -1.044 1.192  -0.41
C16 -2.750 -2.207 0.273  -0.22
H5 -3.147 -1.842 -0.675  0.25
H6 -3.496 -2.848 0.754  0.19
H7 -3.266 -0.462 1.427  0.21
H8 -1.670 -0.395 0.668  0.21
H9 -1.411 -0.747 3.104  0.21
H10 -2.459 -2.166 3.030  0.19
H11 -0.087 -2.885 3.013  0.21
H12 0.220 -1.853 1.604  0.20
H13 -1.748 -4.184 1.666  0.20
H14 1.095 -3.161 -0.686  0.24
H15 0.290 -4.651 -1.264  0.25
O4 1.576 0.229 0.353  -0.51
C17 2.118 0.167 1.652  -0.26
H16 2.973 0.840 1.760  0.19
H17 2.454 -0.861 1.788  0.20
H18 1.369 0.407 2.414  0.18
H19 1.457 2.603 1.665  0.23
H20 -0.321 6.250 -0.032  0.18
H21 1.417 6.477 -0.375  0.18

Entry 3:
A molecular structure, C17H21N5O2PtS at a distorted geometry, computed with the ωB97M-V functional and the def2-TZVPD basis.

## Properties
Calculated total energy (eV): -43545.1849
Gap between HOMO and LUMO (alpha / beta) (eV): 6.722 / 1.530
2S+1: 5
E_HOMO (alpha / beta) (Ha): -0.703 / -0.732
Charge: +4

Each line ends with the Mulliken spin population.
Cartesian coordinates (Å):
N1 2.744 0.472 -4.208  0.20
C1 3.861 0.278 -4.474  0.07
C2 5.243 0.048 -4.870  0.01
H1 5.925 0.696 -4.303  0.00
H2 5.358 0.271 -5.941  0.03
H3 5.529 -0.999 -4.699  0.01
N2 -3.907 -3.200 -0.852  0.40
C3 -4.853 -2.967 -1.485  0.18
C4 -6.045 -2.685 -2.274  0.02
H4 -5.771 -2.127 -3.179  0.01
H5 -6.752 -2.084 -1.687  0.06
H6 -6.537 -3.622 -2.570  0.01
N3 -2.024 2.999 3.651  0.00
C5 -1.028 3.081 4.246  0.00
C6 0.180 3.224 5.047  0.00
H7 0.131 2.561 5.921  0.00
H8 0.268 4.262 5.395  0.00
H9 1.074 2.972 4.459  0.00
Pt1 -0.551 0.536 -0.445  0.80
C7 -1.405 -0.218 1.166  0.13
O1 -1.766 -0.710 2.142  0.00
C8 -0.253 -1.202 -1.333  0.15
O2 -0.049 -2.233 -1.801  -0.01
C9 -0.450 1.485 -2.399  0.00
C10 0.156 2.490 -1.616  0.18
C11 -0.456 2.865 -0.428  0.08
C12 -1.727 2.338 -0.100  0.01
C13 -2.483 1.684 -1.102  0.16
C14 -1.839 1.225 -2.245  0.14
H10 0.131 1.006 -3.184  0.01
H11 1.160 2.832 -1.863  0.01
H12 0.063 3.493 0.293  0.00
H13 -2.139 2.523 0.890  0.02
H14 -3.525 1.434 -0.916  0.01
H15 -2.355 0.594 -2.966  0.00
S1 1.861 0.383 0.374  0.18
C15 1.877 -0.927 1.479  -0.04
N4 1.412 -2.170 1.271  0.44
C16 1.731 -3.073 2.366  0.01
C17 2.403 -2.161 3.385  0.01
N5 2.418 -0.874 2.706  0.53
H16 1.075 -2.495 0.372  -0.03
H17 2.395 -3.872 2.017  0.06
H18 0.817 -3.522 2.767  0.05
H19 3.425 -2.484 3.617  0.06
H20 1.828 -2.094 4.315  0.06
H21 2.849 -0.031 3.059  -0.02

Entry 4:
A single C17H21NO3S molecule, computed with the ωB97M-V functional and the def2-TZVPD basis.

## Properties
Calculated total energy (eV): -36436.9882
Gap between HOMO and LUMO (eV): 9.249
2S+1: 1
Structure (SMILES): CC(=O)c1ccc(OC[C@@H](O)CN(C)Cc2cccs2)cc1
E_HOMO (Ha): -0.318
Charge: 0

Each line ends with the natural charge from an NBO analysis.
Cartesian coordinates (Å):
C1 1.052 -5.508 0.310  -0.72
C2 0.750 -4.179 0.961  0.58
O1 1.162 -3.907 2.069  -0.56
C3 -0.061 -3.218 0.185  -0.24
C4 -0.595 -2.119 0.858  -0.06
C5 -1.304 -1.141 0.196  -0.36
C6 -1.498 -1.237 -1.182  0.42
C7 -0.996 -2.355 -1.857  -0.29
C8 -0.292 -3.328 -1.188  -0.15
H1 0.101 -4.164 -1.745  0.21
H2 -1.166 -2.421 -2.920  0.23
O2 -2.160 -0.336 -1.945  -0.50
C9 -2.439 0.941 -1.419  -0.09
C10 -1.170 1.774 -1.186  0.06
O3 -0.848 2.436 -2.383  -0.73
H3 -0.214 3.129 -2.142  0.49
C11 -1.362 2.812 -0.063  -0.26
N1 -0.243 3.747 -0.088  -0.46
C12 -0.656 5.136 -0.046  -0.40
H4 0.219 5.769 -0.187  0.20
H5 -1.353 5.327 -0.860  0.21
H6 -1.135 5.412 0.905  0.17
C13 0.762 3.467 0.933  -0.25
C14 1.356 2.106 0.793  -0.22
C15 2.201 1.645 -0.169  -0.25
C16 2.563 0.291 0.016  -0.26
C17 1.996 -0.260 1.117  -0.41
S1 0.997 0.863 1.948  0.43
H7 2.098 -1.255 1.502  0.25
H8 3.223 -0.245 -0.643  0.23
H9 2.553 2.251 -0.984  0.22
H10 0.340 3.572 1.948  0.18
H11 1.554 4.214 0.815  0.22
H12 -2.292 3.352 -0.257  0.20
H13 -1.453 2.308 0.908  0.19
H14 -0.348 1.093 -0.915  0.18
H15 -3.039 1.433 -2.187  0.22
H16 -3.027 0.866 -0.495  0.17
H17 -1.693 -0.305 0.756  0.22
H18 -0.439 -2.045 1.924  0.22
H19 1.732 -5.359 -0.527  0.23
H20 1.527 -6.164 1.035  0.24
H21 0.139 -5.967 -0.061  0.23